{"formula": "C14H24N7NaO5S5", "method": "the ωB97M-V functional and the def2-TZVPD basis", "symbols": ["Na", "O", "N", "C", "C", "C", "C", "C", "S", "H", "H", "H", "H", "S", "C", "S", "S", "N", "C", "C", "C", "C", "N", "C", "N", "N", "C", "O", "O", "H", "H", "H", "H", "H", "H", "H", "H", "H", "H", "H", "H", "H", "H", "O", "O", "C", "N", "C", "N", "S", "H", "H", "H", "H", "H", "H"], "positions_angstrom": [[1.4409, -0.6904, 0.9409], [1.9252, -1.6120, -0.9147], [2.4021, -1.1873, -2.0150], [1.6634, -0.4644, -2.9478], [2.0889, -0.4969, -4.2461], [3.2244, -1.1933, -4.6985], [4.0152, -1.8041, -3.7014], [3.7018, -1.5900, -2.3074], [4.8550, -1.7523, -1.1078], [0.7770, 0.0722, -2.5523], [1.4299, -0.0005, -4.9748], [3.5099, -1.2752, -5.7387], [4.8602, -2.4900, -3.9189], [-1.2213, 3.9915, -3.9144], [-1.5967, 2.4009, -3.7407], [-1.0458, 1.0839, -4.7037], [-2.5070, 1.7702, -2.4816], [-0.9373, -0.6201, -0.4264], [-2.1221, -0.6905, 0.4009], [-2.4829, -2.1474, 0.9119], [-1.5278, -2.8726, 1.8780], [-2.0654, -3.1543, 3.3157], [-2.2409, -1.8957, 4.0314], [-3.1265, -1.3693, 4.8803], [-3.8142, -2.0176, 5.8488], [-3.2650, -0.0032, 4.7908], [-1.8194, 0.2626, 1.5508], [-2.4864, 1.3019, 1.7297], [-0.8454, -0.0859, 2.3060], [-1.1094, 0.1285, -1.1757], [-0.6884, -1.4714, -0.8893], [-2.9949, -0.2413, -0.1817], [-2.6590, -2.7823, 0.0058], [-3.4862, -1.9839, 1.3989], [-0.6283, -2.1857, 2.0090], [-1.2029, -3.8743, 1.4551], [-1.2802, -3.7745, 3.7991], [-2.9591, -3.7761, 3.3778], [-1.6988, -1.1542, 3.5134], [-3.5429, -2.9643, 6.1347], [-4.2792, -1.4752, 6.5624], [-2.7726, 0.5358, 4.0305], [-4.0465, 0.3944, 5.2918], [2.3412, -0.4836, 2.9271], [2.1184, 0.0188, 4.1103], [2.0578, 5.1440, -2.6069], [1.5432, 4.0083, -1.8414], [2.2830, 3.1334, -1.1447], [3.6123, 3.2288, -1.4257], [1.5318, 2.0957, -0.0431], [3.1013, 4.9429, -2.9634], [1.9670, 6.0586, -1.9859], [1.3890, 5.1796, -3.4746], [0.4917, 3.9777, -1.7921], [3.8955, 3.2120, -2.3976], [4.2267, 2.6378, -0.8889]], "e_homo_ev": [0.34, -0.22], "e_tot_ha": -3460.480021, "multiplicity": 1, "charge": -2, "gap_ev": [2.5388, 3.0872]}


{"formula": "C29H36Cl3N7", "method": "the ωB97M-V functional and the def2-TZVPD basis", "symbols": ["C", "C", "C", "N", "C", "H", "H", "H", "H", "H", "C", "C", "C", "N", "C", "H", "H", "H", "H", "H", "C", "C", "C", "N", "C", "H", "H", "H", "H", "H", "C", "C", "C", "N", "C", "H", "H", "H", "H", "H", "C", "C", "C", "N", "C", "H", "H", "H", "H", "H", "C", "C", "C", "N", "C", "H", "H", "H", "H", "H", "C", "C", "C", "N", "C", "H", "H", "H", "H", "H", "Cl", "C", "Cl", "Cl", "H"], "positions_angstrom": [[5.2294, -3.2543, 1.6681], [4.4886, -4.4786, 1.6159], [3.5254, -4.4645, 2.5799], [3.5905, -3.2584, 3.2512], [4.6589, -2.5229, 2.6789], [6.1247, -2.9009, 1.1201], [4.6154, -5.2706, 0.8805], [2.7946, -5.2317, 2.7073], [3.1054, -3.0173, 4.1144], [4.9637, -1.7111, 3.2583], [-2.9359, 5.3110, 0.7086], [-3.1614, 5.0494, 2.1435], [-2.0037, 4.5242, 2.6705], [-1.0303, 4.5147, 1.6788], [-1.6261, 4.9033, 0.4676], [-3.6142, 5.6943, -0.0619], [-4.0403, 5.1035, 2.7205], [-1.8030, 4.3015, 3.6984], [-0.1237, 4.1242, 1.8158], [-1.1911, 4.7576, -0.5131], [-0.3735, -2.3045, -5.6797], [-1.4958, -1.8371, -6.3983], [-1.7466, -0.5665, -5.9482], [-0.8741, -0.2515, -4.9247], [-0.0184, -1.2941, -4.7509], [0.2087, -3.2176, -5.7919], [-2.0020, -2.3882, -7.1580], [-2.4790, 0.2110, -6.1434], [-0.9035, 0.7289, -4.5535], [0.7730, -1.3010, -4.0665], [2.5056, -0.3987, -1.7880], [3.1578, -1.6382, -1.7836], [4.4400, -1.5452, -2.3393], [4.5498, -0.2740, -2.7644], [3.4056, 0.4623, -2.3924], [1.5437, -0.2863, -1.4088], [2.8115, -2.4886, -1.2761], [5.1619, -2.3749, -2.5803], [5.2417, 0.0373, -3.4595], [3.2736, 1.4551, -2.8512], [-1.2715, -2.6146, 1.1833], [-0.9349, -2.3496, -0.1650], [0.4547, -2.2745, -0.2202], [0.9669, -2.5292, 1.0134], [-0.0692, -2.7362, 1.8719], [-2.2910, -2.8052, 1.5825], [-1.4719, -2.4703, -1.1101], [1.0059, -2.1808, -1.1171], [1.9546, -2.5288, 1.2290], [0.0810, -3.0675, 2.9080], [-1.7351, 3.0881, -4.1444], [-0.3796, 3.2847, -3.9420], [-0.0544, 2.9578, -2.6412], [-1.2618, 2.5808, -2.0266], [-2.3004, 2.6697, -2.9817], [-2.2085, 3.2927, -5.0759], [0.3089, 3.6755, -4.6470], [0.9356, 3.0113, -2.1227], [-1.2753, 2.3206, -1.0561], [-3.3342, 2.4851, -2.7037], [-3.5328, 0.5868, 6.4275], [-2.4398, -0.4412, 6.2999], [-2.7076, -1.0477, 5.1229], [-3.7657, -0.4219, 4.4817], [-4.3042, 0.5608, 5.2861], [-3.5432, 1.2868, 7.2334], [-1.5579, -0.5358, 6.9237], [-2.1436, -1.8794, 4.6539], [-4.2987, -0.8769, 3.7151], [-5.1986, 1.1114, 5.0257], [-0.2204, 1.4335, 3.2406], [-0.4720, 0.8627, 1.5590], [0.8442, 1.4054, 0.4469], [-1.9561, 1.4759, 0.9841], [-0.5700, -0.2321, 1.6205]], "e_homo_ev": -7.73, "e_tot_ha": -2890.386349, "multiplicity": 1, "gap_ev": 8.1033}


{"formula": "C28H20F15GeIN2PdSSe3", "method": "the ωB97M-V functional and the def2-TZVPD basis", "symbols": ["Pd", "C", "Se", "C", "C", "Se", "C", "H", "H", "H", "H", "H", "H", "H", "H", "H", "H", "C", "N", "C", "C", "N", "C", "C", "Se", "H", "H", "H", "H", "H", "H", "H", "H", "F", "C", "C", "C", "F", "C", "F", "C", "F", "C", "F", "Ge", "S", "C", "C", "F", "C", "F", "C", "F", "C", "F", "C", "F", "C", "C", "F", "C", "F", "C", "F", "C", "F", "C", "F", "I", "C", "H", "H"], "positions_angstrom": [[-1.2268, -0.3644, -0.2622], [-0.7043, -1.1907, 3.1604], [-1.7833, 0.1057, 2.1531], [-3.5266, -0.9171, 2.1034], [-3.4301, -2.2990, 1.4939], [-2.6691, -2.4229, -0.3191], [-4.3290, -1.9786, -1.2676], [-1.3064, -1.6022, 4.0009], [0.1340, -0.6056, 3.5597], [-0.3387, -1.9432, 2.4659], [-4.1886, -0.2613, 1.5044], [-3.9064, -0.9057, 3.1325], [-4.4327, -2.7854, 1.5035], [-2.7624, -2.9221, 2.1062], [-5.0807, -2.7237, -1.0115], [-4.0537, -2.0966, -2.3268], [-4.6330, -0.9613, -1.0298], [-3.3477, 4.3752, 1.8095], [-4.2712, 4.2242, 0.6719], [-5.5003, 4.8831, 0.4773], [-6.0921, 4.3837, -0.5832], [-5.2598, 3.4168, -1.1398], [-5.4743, 2.6615, -2.3948], [-4.1124, 3.3132, -0.3621], [-2.5929, 2.4146, -0.7024], [-3.4195, 5.3649, 2.2727], [-2.3399, 4.2203, 1.3996], [-3.5373, 3.5801, 2.5633], [-5.8860, 5.6106, 1.1652], [-7.0591, 4.6347, -0.9959], [-5.7959, 3.3129, -3.2258], [-6.2208, 1.8596, -2.2195], [-4.4961, 2.2327, -2.6733], [4.8533, -3.0443, -1.6497], [4.4482, -3.5791, -0.4858], [3.5447, -2.8804, 0.3283], [3.3525, -3.5199, 1.5655], [2.5922, -2.9440, 2.5266], [3.8817, -4.7526, 1.9466], [3.5518, -5.3242, 3.1117], [4.7152, -5.4308, 1.0583], [5.1652, -6.6745, 1.3109], [5.0168, -4.8144, -0.1549], [5.8924, -5.4065, -0.9916], [2.5747, -1.1888, -0.1144], [0.5042, -1.8458, -0.0656], [3.2195, -0.5993, -1.8859], [4.0638, 0.5033, -2.0946], [4.5736, 1.1921, -1.0685], [4.4466, 0.9704, -3.3509], [5.2241, 2.0640, -3.4757], [4.0341, 0.2833, -4.4967], [4.4078, 0.7020, -5.7089], [3.1850, -0.8023, -4.3587], [2.7436, -1.4146, -5.4705], [2.8409, -1.2370, -3.0724], [1.9960, -2.2940, -3.0588], [2.9531, 0.2236, 1.2245], [2.0956, 1.3192, 1.4218], [0.8709, 1.4157, 0.8338], [2.4333, 2.4349, 2.1813], [1.5330, 3.4533, 2.2949], [3.6877, 2.5193, 2.7973], [4.0665, 3.6656, 3.3960], [4.5863, 1.4737, 2.6604], [5.8063, 1.5767, 3.2068], [4.1849, 0.3756, 1.8835], [5.1093, -0.5815, 1.7366], [0.1068, 1.0965, -2.7473], [-1.3344, -0.3399, -2.4941], [-1.0286, -1.2749, -2.9016], [-2.2555, 0.0653, -2.8676]], "e_homo_ev": [-12.81, -13.34], "e_tot_ha": -12790.697672, "multiplicity": 5, "charge": 2, "gap_ev": [7.5021, 3.9834]}


{"formula": "C3H3O3Pr", "method": "the ωB97M-V functional and the def2-TZVPD basis", "symbols": ["H", "O", "C", "O", "O", "Pr", "H", "C", "C", "H"], "positions_angstrom": [[2.1621, 2.2346, 0.4060], [0.1654, 1.3113, 1.4060], [0.7732, 0.8361, 0.4817], [1.9420, 1.3821, 0.0104], [0.5131, -0.1799, -0.2872], [2.6652, -0.7397, -1.3495], [-0.9635, -0.6797, -0.3812], [-2.3110, -1.4165, -0.0431], [-2.4332, -0.7712, -1.1028], [-2.5135, -1.9771, 0.8598]], "e_homo_ev": [-12.09, -12.09], "e_tot_ha": -858.428558, "multiplicity": 4, "charge": 1, "gap_ev": [6.1588, 6.1506]}